Here is C35H43Cl2CrN2O4S as an isolated structure from OMol25. Energies are from the ωB97M-V functional and the def2-TZVPD basis.

2S+1	5
DFT total energy	-4133.084069	a.u.
total charge	-1
energy relative to the best compared isomer or geometry (same formula, charge and spin)	1.136	eV

Each line ends with the Löwdin charge.
Atoms and positions in Å:
Cr: 1.1165 0.3498 -0.1605  0.79
C: 0.0115 2.5929 -0.3301  -0.23
H: -0.0585 -0.0562 4.1019  0.06
C: -2.8286 -2.2076 -4.5370  -0.05
C: 0.9562 0.3539 3.9541  -0.04
C: -1.4661 -2.2878 -4.1316  -0.05
C: -3.2452 -0.4885 -3.0130  -0.03
H: -5.5455 -2.4082 -4.5703  0.08
H: 1.4713 0.4633 4.8972  0.07
O: 3.5448 2.0315 -1.5248  0.05
H: -1.3418 -1.9037 1.4650  0.06
C: 1.3847 4.2874 -1.5500  -0.06
C: -0.7845 1.0744 1.2223  -0.19
H: -1.1068 5.0219 -2.5280  0.08
H: -3.7832 -0.6447 1.3996  0.07
H: 1.5092 5.1013 -2.2047  0.05
C: 0.0568 3.5079 -1.5838  -0.53
H: -1.3375 -5.8353 0.1806  0.11
H: -5.8889 -0.6786 -4.4360  0.07
H: -3.8878 0.2566 -2.5819  0.11
H: -1.3904 -3.5502 -1.1749  0.11
H: -2.7648 -0.5771 -0.0732  0.07
H: 0.2930 3.3520 -3.6784  0.07
C: 1.1582 -2.9691 0.9956  -0.17
N: 1.9253 -1.8975 1.3412  0.14
H: 0.3081 -6.1888 1.7440  0.09
H: -3.3674 0.5436 3.3542  0.08
H: 2.2003 3.5642 -1.7421  0.06
C: -1.5656 -1.1832 2.2348  -0.05
O: 1.2679 -0.4960 -2.9274  -0.31
H: -1.4820 0.1932 -1.9820  0.05
C: 0.2797 -2.8184 -0.1060  -0.24
C: -1.9152 0.2397 1.8004  -0.52
C: 0.0410 2.6689 -2.9069  -0.02
H: -2.8005 1.9981 2.5699  0.11
C: -1.0330 1.7101 0.0158  -0.08
H: -1.1810 5.1039 -0.6914  0.11
H: 3.1433 0.9287 2.2702  0.09
C: 2.2942 -4.4673 2.5937  -0.02
H: -0.6047 -1.3389 2.7147  0.06
C: 3.1337 -3.4407 2.8014  -0.07
H: -2.3912 -1.5779 2.8654  0.10
H: 1.5584 4.6854 -0.4439  0.12
H: -1.7245 1.1665 3.7196  0.05
C: 2.8359 -2.2078 2.2287  -0.16
N: 0.4663 -1.6391 -0.8947  -0.18
H: 1.4930 -0.4669 3.4197  0.06
H: -0.9441 2.1790 -3.0359  0.08
H: -2.0766 3.8605 -1.6471  0.07
H: 3.4341 -1.3795 2.5889  0.10
S: 0.5847 -1.6873 -2.4580  0.54
H: -3.6773 0.9069 0.5043  0.10
H: -0.3514 2.5249 4.2647  0.08
C: -0.6669 -3.8114 -0.4085  -0.02
H: 5.8742 1.3840 -1.5429  0.06
C: -5.1082 -1.4074 -4.6981  -0.05
H: 3.1203 1.8088 3.8624  0.09
H: 0.5504 3.6944 3.2693  0.08
C: 1.1547 1.6182 3.0640  -0.52
C: 0.3067 -5.2387 1.2640  -0.07
C: -1.8950 -0.5248 -2.6310  -0.05
C: 0.6571 2.8244 3.8943  -0.03
H: 1.8863 3.0855 0.6837  0.12
C: 3.8400 1.0256 -0.9444  -0.83
C: -3.1172 -0.0241 0.8069  -0.05
H: 1.2772 2.8926 4.7668  0.07
O: 3.1415 0.2687 -0.2416  -0.14
C: 1.2352 -4.2564 1.6412  -0.14
C: 2.6651 1.7694 2.8521  -0.05
H: 0.6877 1.7982 -2.8448  0.06
C: 5.2815 0.5618 -1.1568  -0.99
C: -1.0779 -1.5440 -3.1087  -0.29
C: -1.1423 4.4174 -1.6178  -0.07
H: -0.8392 -3.0057 -4.6773  0.13
Cl: 6.0367 -0.1443 0.2651  0.58
Cl: 5.2018 -0.6342 -2.4897  0.59
H: -4.9357 -1.2708 -5.7482  0.06
C: 0.4573 1.6046 1.7166  -0.18
H: -3.1731 -2.7870 -5.3498  0.09
H: -1.8690 1.6362 -0.6990  0.11
C: 0.9564 2.4687 0.6624  -0.12
C: -3.7185 -1.3031 -4.0196  -0.27
C: -0.6397 -4.9810 0.3178  -0.10
O: 1.0743 -2.9280 -2.9194  -0.28
H: 2.3225 -5.4962 2.9635  0.12
H: 2.8602 2.7469 2.4624  0.07
H: 4.1365 -3.5233 3.3091  0.13
C: -2.4649 1.0051 2.9619  -0.06